# C3H5F2IO

A structure of composition C3H5F2IO (ωB97M-V/def2-TZVPD, the Open Molecules 2025 dataset).

Cartesian coordinates (Å):
C -0.56684 0.09499 -0.34708
C 0.31416 -0.41508 0.79040
C 1.69497 -2.65227 1.50706
O 0.65596 -1.65294 0.26298
F 2.94655 -2.26720 1.28807
F 1.11455 -2.40096 2.66721
I 1.59091 -4.60172 1.00772
H 0.02969 0.34508 -1.10611
H -1.26800 -0.81690 -0.61641
H -1.07490 0.98540 -0.07501
H -0.13345 -0.40701 1.72728
H 1.13561 0.24665 1.04622

Cartesian forces (eV/Å) of the 2 atoms listed first:
-2.63 -2.72 2.78
0.34 0.68 -1.50

As for the net charge: 0.

# C26H21NO

A structure of composition C26H21NO (ωB97M-V/def2-TZVPD, the Open Molecules 2025 dataset).

Cartesian coordinates (Å):
C -0.47088 2.24785 5.48926
C 0.77241 2.71664 5.03452
C 1.48767 1.99309 4.06802
C 0.97564 0.78740 3.56525
C 1.60563 0.05519 2.41845
C 2.19014 0.75901 1.36515
C 2.79236 0.24824 0.16261
C 3.89784 1.03215 -0.50099
C 4.77019 0.35795 -1.37640
C 5.68801 1.08973 -2.13485
C 5.75380 2.47455 -1.98856
C 4.94434 3.14396 -1.06413
C 4.03698 2.42785 -0.28119
C 1.70257 -1.40577 2.55694
C 1.65369 -2.20664 1.40755
C 1.81847 -3.58017 1.45239
C 1.94399 -4.20790 2.68846
C 1.98295 -3.45183 3.87388
C 1.85767 -2.05896 3.81056
C -0.19103 0.24815 4.15494
C -0.94869 0.99496 5.05089
H -0.97872 2.75071 6.32308
H 1.18005 3.65724 5.41422
H 2.37386 2.43290 3.59084
H 2.14983 1.84355 1.48781
H 3.12045 -0.80194 0.14238
H 4.68069 -0.72133 -1.52408
H 6.36383 0.55494 -2.81193
H 6.49503 3.03992 -2.53289
H 5.03582 4.22600 -0.95050
H 3.35467 2.94445 0.40026
H 1.44620 -1.73114 0.45287
H 1.88130 -4.11001 0.50283
H 2.08013 -5.28445 2.69659
H 2.09352 -3.97282 4.83420
H 1.78849 -1.47509 4.73727
H -0.51235 -0.74867 3.83094
H -1.84197 0.52943 5.47591
N 1.62821 -0.32490 -1.20759
C 1.94302 -1.46160 -1.91030
O 2.87341 -2.20762 -1.56714
C 1.08559 -1.78484 -3.04011
C -0.06636 -1.07252 -3.32636
C -0.33052 0.05612 -2.53344
C 0.52831 0.37489 -1.50013
H 1.34363 -2.70174 -3.57974
H -0.74971 -1.40799 -4.11655
H -1.20139 0.67161 -2.70762
H 0.36004 1.22056 -0.85801

Cartesian forces (eV/Å) of the 2 atoms listed first:
0.44 -0.65 0.44
-0.30 -0.27 -0.18

As for the net charge: 0.

Values of ΔE to the lowest compared entry with this formula, charge and spin, in order: 54.4, 43.4, all in kcal per mole.